This record from the OMol25 dataset describes C13H15AlCl3N3O5S as an isolated structure. The level of theory is wB97M-V/def2-TZVPD.

Spin multiplicity: 1
Relative energy (zero: lowest compared OMol25 entry of this formula, charge and spin) (kcal per mole): 0.0
Total charge: 0
Frontier orbital gap (eV): 9.1
M (g/mol): 458.7
E (eV): -83438.7063

Geometry (Å):
1 Al -0.660 -1.172 -0.719
2 Cl -7.196 -0.898 2.221
3 C -5.553 -1.168 1.728
4 C -5.100 -0.627 0.537
5 C -3.786 -0.865 0.189
6 Cl -3.134 -0.235 -1.303
7 C -2.892 -1.612 0.955
8 O -1.644 -1.810 0.590
9 C -3.405 -2.137 2.149
10 Cl -2.363 -3.070 3.161
11 C -4.715 -1.920 2.534
12 H -5.752 -0.047 -0.097
13 H -5.078 -2.340 3.460
14 O 1.922 -1.243 -2.780
15 S 0.683 -1.963 -2.643
16 O -0.502 -0.958 -2.524
17 O 0.551 -2.470 -1.157
18 O 0.411 -3.000 -3.577
19 C 4.253 0.622 -0.849
20 C 3.806 -0.739 -0.362
21 N 2.409 -0.694 0.062
22 C 1.640 0.403 0.045
23 N 0.307 0.267 0.049
24 C -0.455 1.465 0.406
25 C 0.083 2.667 -0.345
26 C 1.521 2.868 0.082
27 N 2.247 1.603 0.085
28 C 3.703 1.666 0.104
29 H 3.859 0.808 -1.849
30 H 5.341 0.669 -0.891
31 H 4.418 -1.061 0.486
32 H 3.890 -1.482 -1.154
33 H 1.897 -1.552 -0.114
34 H -0.404 1.634 1.488
35 H -1.504 1.301 0.166
36 H -0.492 3.566 -0.124
37 H 0.024 2.476 -1.417
38 H 1.561 3.309 1.084
39 H 2.043 3.548 -0.595
40 H 4.081 1.514 1.121
41 H 3.983 2.673 -0.205

=====

This record from the OMol25 dataset describes C13H15AuN3O5S as an isolated structure at a distorted geometry. The level of theory is wB97M-V/def2-TZVPD.

Spin multiplicity: 3
Total charge: +1
Frontier orbital gap (alpha / beta) (eV): 9.2 / 4.3
M (g/mol): 522.3
E (eV): -42949.3471

Geometry (Å):
1 Au 5.989 6.351 11.301
2 O 9.412 6.313 14.339
3 C 8.605 5.514 13.480
4 C 7.293 5.084 14.141
5 N 6.097 5.808 13.546
6 C 5.970 7.141 14.194
7 C 4.995 7.961 13.571
8 O 4.271 8.779 14.230
9 O 4.850 7.848 12.253
10 C 4.971 4.800 13.692
11 C 5.304 3.650 12.688
12 O 5.275 2.467 13.067
13 O 5.619 4.080 11.530
14 H 9.838 5.681 14.978
15 H 9.107 4.561 13.227
16 H 8.389 6.157 12.626
17 H 7.378 5.333 15.243
18 H 7.190 3.996 14.023
19 H 7.014 7.487 14.129
20 H 5.827 6.935 15.259
21 H 3.985 5.239 13.554
22 H 5.020 4.464 14.721
23 N 4.714 4.526 8.937
24 C 5.622 5.389 8.452
25 N 6.278 6.261 9.235
26 C 7.359 6.888 8.573
27 C 8.433 7.657 9.029
28 C 9.345 8.176 8.089
29 C 9.248 7.832 6.734
30 C 8.228 6.985 6.285
31 C 7.292 6.528 7.198
32 S 6.019 5.457 6.761
33 H 4.623 4.401 9.919
34 H 4.290 3.825 8.328
35 H 8.500 7.776 10.121
36 H 10.179 8.787 8.456
37 H 9.913 8.323 6.006
38 H 8.192 6.681 5.281

=====

This record from the OMol25 dataset describes C13H15BBr2Cl24O3SSi2 as an isolated structure at a distorted geometry. The level of theory is wB97M-V/def2-TZVPD.

Spin multiplicity: 1
Total charge: 0
Frontier orbital gap (eV): 8.9
M (g/mol): 1329.0
E (eV): -487757.3202

Geometry (Å):
1 C 3.639 -2.477 0.624
2 C 2.707 -1.409 1.263
3 B 1.656 -0.765 0.252
4 O 1.676 -1.025 -1.124
5 Si 0.244 0.437 1.016
6 O -1.310 -0.061 0.555
7 Si -2.591 0.601 1.427
8 S -2.319 0.614 3.574
9 C -4.098 -0.523 1.064
10 C -5.279 0.311 0.541
11 O -6.135 -0.209 -0.088
12 C 0.602 2.233 0.504
13 Br 0.210 2.823 -1.302
14 C 1.140 3.086 1.361
15 C 1.512 2.731 2.791
16 Br 1.514 4.912 0.827
17 H 3.072 -3.412 0.540
18 H 4.084 -2.156 -0.322
19 H 4.454 -2.662 1.340
20 H 2.100 -1.897 2.049
21 H 3.279 -0.587 1.736
22 H 2.173 -0.334 -1.589
23 H 0.363 0.329 2.474
24 H -2.933 1.964 0.998
25 H -1.507 -0.446 3.825
26 H -4.351 -1.039 2.005
27 H -3.779 -1.321 0.365
28 H -5.263 1.403 0.766
29 H 1.963 3.555 3.348
30 H 2.233 1.899 2.751
31 H 0.649 2.342 3.349
32 C 7.604 -3.131 3.056
33 Cl 6.494 -1.754 3.055
34 Cl 6.686 -4.626 3.285
35 Cl 8.463 -3.196 1.511
36 Cl 8.771 -2.947 4.373
37 C -1.394 1.635 -4.752
38 Cl -1.369 3.396 -4.579
39 Cl 0.167 0.974 -4.251
40 Cl -2.672 0.960 -3.732
41 Cl -1.701 1.213 -6.442
42 C -3.680 5.084 3.331
43 Cl -3.641 5.648 1.655
44 Cl -2.412 5.896 4.258
45 Cl -5.258 5.448 4.042
46 Cl -3.403 3.334 3.368
47 C -4.904 -4.107 -1.885
48 Cl -4.876 -3.837 -0.136
49 Cl -4.783 -2.553 -2.721
50 Cl -3.541 -5.133 -2.350
51 Cl -6.419 -4.903 -2.335
52 C -2.832 -6.625 -6.030
53 Cl -1.912 -5.410 -6.926
54 Cl -2.994 -8.087 -7.013
55 Cl -1.977 -7.020 -4.528
56 Cl -4.439 -5.990 -5.655
57 C 5.276 5.335 -1.130
58 Cl 4.158 6.705 -1.206
59 Cl 4.368 3.848 -0.834
60 Cl 6.147 5.201 -2.664
61 Cl 6.433 5.591 0.185

=====

This record from the OMol25 dataset describes a 11-piece molecular cluster, C13H15Cl31N2OP overall at a distorted geometry. The level of theory is wB97M-V/def2-TZVPD.

Spin multiplicity: 1
Total charge: +1
Frontier orbital gap (eV): 9.4
M (g/mol): 1345.3
E (eV): -416230.7246

Geometry (Å):
1 O -3.055 3.096 3.828
2 P -3.967 2.673 2.558
3 Cl -5.313 1.443 3.425
4 N -2.823 1.481 1.797
5 C -1.940 1.829 0.799
6 C -1.240 0.689 0.509
7 N -1.708 -0.289 1.336
8 C -2.676 0.196 2.118
9 H -2.226 3.456 3.477
10 H -1.817 2.804 0.367
11 H -0.450 0.590 -0.208
12 H -1.391 -1.251 1.393
13 H -3.228 -0.345 2.865
14 C 2.023 -0.038 1.550
15 Cl 1.552 -1.604 0.861
16 Cl 2.947 -0.261 3.026
17 Cl 2.917 0.887 0.350
18 H 1.125 0.513 1.798
19 C 3.854 -4.199 -1.496
20 Cl 2.103 -4.104 -1.251
21 Cl 4.705 -3.231 -0.286
22 Cl 4.399 -5.867 -1.451
23 H 4.078 -3.793 -2.474
24 C -3.231 -3.871 1.874
25 Cl -4.146 -3.483 3.329
26 Cl -1.499 -3.580 2.136
27 Cl -3.508 -5.529 1.372
28 H -3.566 -3.215 1.080
29 C 2.915 0.295 7.289
30 Cl 2.060 1.651 6.544
31 Cl 1.798 -0.735 8.178
32 Cl 3.790 -0.633 6.071
33 H 3.636 0.697 7.988
34 C -1.940 -1.907 -2.906
35 Cl -2.582 -0.875 -4.175
36 Cl -0.217 -2.173 -3.099
37 Cl -2.228 -1.194 -1.302
38 H -2.454 -2.858 -2.946
39 C -6.937 -6.350 0.107
40 Cl -6.837 -6.747 -1.608
41 Cl -7.954 -4.929 0.367
42 Cl -7.519 -7.723 1.042
43 H -5.942 -6.106 0.450
44 C -3.329 2.422 -2.643
45 Cl -4.331 1.904 -1.280
46 Cl -4.250 2.421 -4.135
47 Cl -2.647 4.015 -2.315
48 H -2.510 1.719 -2.748
49 C 1.077 3.742 -3.511
50 Cl 2.247 4.779 -2.711
51 Cl 1.786 2.941 -4.905
52 Cl 0.400 2.546 -2.382
53 H 0.256 4.360 -3.854
54 C 5.996 -0.061 -1.763
55 Cl 7.157 0.197 -0.464
56 Cl 5.005 1.378 -2.014
57 Cl 6.808 -0.530 -3.255
58 H 5.341 -0.869 -1.469
59 C 5.859 6.796 -3.524
60 Cl 4.911 6.982 -2.041
61 Cl 7.553 7.168 -3.226
62 Cl 5.683 5.177 -4.194
63 H 5.481 7.502 -4.250

=====

This record from the OMol25 dataset describes one molecule with the formula C13H15ClFNO2. The level of theory is wB97M-V/def2-TZVPD.

Spin multiplicity: 1
Total charge: 0
Frontier orbital gap (eV): 9.9
M (g/mol): 271.7
E (eV): -34550.0395
Structure (SMILES): O=C(Cc1c(F)cccc1Cl)NC[C@H]1CCCO1

Geometry (Å):
1 O -1.141 1.739 -0.840
2 C -0.460 1.246 0.031
3 C 0.451 2.085 0.939
4 C 1.585 2.609 0.111
5 C 1.569 3.907 -0.393
6 F 0.554 4.721 -0.055
7 C 2.567 4.410 -1.207
8 C 3.634 3.595 -1.540
9 C 3.697 2.301 -1.054
10 C 2.679 1.823 -0.245
11 Cl 2.795 0.203 0.345
12 N -0.404 -0.078 0.266
13 C -1.215 -1.035 -0.443
14 C -2.047 -1.859 0.550
15 C -2.900 -2.933 -0.154
16 C -2.555 -4.218 0.602
17 C -1.150 -3.904 1.114
18 O -1.185 -2.536 1.460
19 H -0.139 2.921 1.316
20 H 0.823 1.489 1.771
21 H 2.495 5.423 -1.567
22 H 4.421 3.967 -2.177
23 H 4.527 1.660 -1.302
24 H 0.139 -0.455 1.028
25 H -0.569 -1.706 -1.022
26 H -1.864 -0.480 -1.123
27 H -2.657 -1.174 1.150
28 H -3.960 -2.697 -0.112
29 H -2.604 -3.012 -1.200
30 H -2.582 -5.103 -0.029
31 H -3.231 -4.359 1.445
32 H -0.869 -4.464 2.007
33 H -0.402 -4.084 0.327

=====

This record from the OMol25 dataset describes one molecule with the formula C13H15ClN4O4 at a distorted geometry. The level of theory is wB97M-V/def2-TZVPD.

Spin multiplicity: 1
Total charge: 0
Frontier orbital gap (eV): 8.6
M (g/mol): 326.7
E (eV): -40393.6094
Structure (SMILES): O=C(Nc1ccc(Cl)c([N+](=O)[O-])c1)ONC1=NCCCCC1

Geometry (Å):
1 O -0.340 -0.379 -1.350
2 C 0.136 -1.383 -0.900
3 N 1.450 -1.667 -0.684
4 C 2.547 -0.843 -0.897
5 C 3.825 -1.354 -0.655
6 C 4.946 -0.575 -0.852
7 C 4.833 0.733 -1.312
8 Cl 6.258 1.673 -1.510
9 C 3.556 1.245 -1.550
10 N 3.341 2.597 -2.022
11 O 4.189 3.096 -2.724
12 O 2.311 3.134 -1.686
13 C 2.423 0.469 -1.337
14 O -0.596 -2.493 -0.572
15 N -1.967 -2.244 -0.411
16 C -2.262 -1.327 0.598
17 N -1.334 -0.995 1.383
18 C -1.485 -0.084 2.482
19 C -2.518 1.054 2.340
20 C -2.750 1.446 0.880
21 C -3.824 0.580 0.214
22 C -3.705 -0.897 0.612
23 H 1.629 -2.579 -0.288
24 H 3.937 -2.369 -0.306
25 H 5.927 -0.975 -0.652
26 H 1.451 0.899 -1.520
27 H -2.397 -2.018 -1.306
28 H -0.489 0.354 2.609
29 H -1.694 -0.674 3.383
30 H -2.135 1.913 2.893
31 H -3.468 0.775 2.799
32 H -1.811 1.350 0.332
33 H -3.058 2.492 0.821
34 H -4.818 0.936 0.496
35 H -3.732 0.676 -0.870
36 H -4.291 -1.524 -0.062
37 H -4.087 -1.044 1.624

=====

Q: The highest spin multiplicity belongs to which entry?
A: C13H15AuN3O5S